{
  "formula": "C47H52HfN7O2PS4Si",
  "method": "ωB97M-V/def2-TZVPD",
  "max_force_ev_per_a": 0.81,
  "orbital_gap_ev": 6.435,
  "multiplicity": 1,
  "total_charge": 0,
  "species": ["Hf", "C", "Si", "C", "C", "C", "C", "C", "C", "N", "C", "S", "H", "H", "H", "H", "H", "H", "H", "H", "H", "H", "H", "H", "C", "O", "C", "C", "O", "C", "H", "H", "H", "H", "H", "H", "H", "H", "H", "H", "N", "C", "C", "C", "C", "C", "C", "C", "N", "C", "C", "N", "C", "H", "H", "H", "H", "H", "H", "H", "N", "C", "C", "C", "C", "C", "C", "H", "H", "H", "H", "H", "N", "C", "S", "N", "C", "C", "C", "C", "C", "C", "H", "H", "H", "H", "H", "H", "H", "H", "S", "P", "S", "C", "C", "C", "C", "C", "C", "C", "C", "C", "C", "C", "C", "H", "H", "H", "H", "H", "H", "H", "H", "H", "H"],
  "positions_angstrom": [[-0.478, -1.442, -0.011], [-0.470, 4.899, -3.697], [-0.973, 3.105, -3.465], [-0.317, 2.081, -4.877], [-2.841, 3.016, -3.372], [-0.224, 2.532, -1.829], [0.602, 3.350, -1.068], [1.161, 2.914, 0.132], [0.849, 1.648, 0.575], [0.048, 0.846, -0.128], [-0.446, 1.245, -1.311], [-1.317, -0.042, -2.105], [-0.958, 5.305, -4.586], [0.608, 5.006, -3.837], [-0.767, 5.520, -2.849], [-0.703, 2.448, -5.832], [-0.605, 1.034, -4.770], [0.774, 2.123, -4.913], [-3.282, 3.487, -4.254], [-3.215, 3.541, -2.489], [-3.183, 1.982, -3.328], [0.827, 4.353, -1.415], [1.816, 3.547, 0.712], [1.241, 1.240, 1.500], [-3.540, -2.611, -1.388], [-2.912, -2.226, -0.154], [-3.284, -3.059, 0.936], [-2.153, -3.998, 1.264], [-0.974, -3.211, 1.484], [0.132, -4.041, 1.897], [-3.274, -3.635, -1.651], [-3.169, -1.956, -2.168], [-4.622, -2.501, -1.283], [-4.175, -3.638, 0.688], [-3.512, -2.418, 1.789], [-1.964, -4.693, 0.441], [-2.377, -4.560, 2.175], [-0.195, -4.658, 2.737], [0.940, -3.382, 2.192], [0.451, -4.668, 1.063], [-7.971, 5.750, 2.868], [-7.181, 4.920, 2.807], [-6.191, 3.878, 2.735], [-6.189, 2.998, 1.656], [-5.243, 1.991, 1.593], [-4.295, 1.883, 2.601], [-4.282, 2.762, 3.674], [-5.238, 3.759, 3.743], [-3.312, 0.860, 2.527], [-2.827, 0.105, 3.576], [-1.872, -0.700, 3.049], [-1.746, -0.435, 1.703], [-2.619, 0.507, 1.425], [-6.933, 3.097, 0.878], [-5.246, 1.286, 0.772], [-3.502, 2.692, 4.421], [-5.236, 4.460, 4.566], [-3.198, 0.212, 4.579], [-1.255, -1.432, 3.540], [-2.765, 0.957, 0.455], [1.316, -1.556, 0.575], [2.399, -1.415, 1.378], [3.714, -1.624, 0.909], [4.809, -1.500, 1.746], [4.655, -1.173, 3.090], [3.371, -0.965, 3.578], [2.269, -1.075, 2.745], [3.847, -1.895, -0.131], [5.802, -1.670, 1.347], [5.514, -1.087, 3.741], [3.228, -0.715, 4.624], [1.267, -0.902, 3.132], [1.289, 4.487, 3.011], [0.748, 3.369, 3.527], [-0.867, 2.993, 3.295], [1.564, 2.550, 4.229], [2.955, 2.711, 4.463], [3.846, 2.829, 3.402], [5.204, 2.954, 3.656], [5.679, 2.932, 4.959], [4.789, 2.783, 6.014], [3.428, 2.681, 5.769], [0.656, 5.130, 2.572], [2.209, 4.799, 3.278], [1.082, 1.800, 4.699], [3.483, 2.776, 2.384], [5.893, 3.036, 2.827], [6.740, 3.015, 5.152], [5.152, 2.754, 7.032], [2.727, 2.581, 6.589], [-1.897, -2.726, -4.497], [-0.244, -3.245, -3.582], [-0.322, -3.613, -1.566], [0.443, -4.802, -4.244], [1.638, -5.305, -3.733], [2.184, -6.465, -4.256], [1.538, -7.133, -5.291], [0.350, -6.634, -5.800], [-0.197, -5.468, -5.280], [1.113, -2.064, -3.890], [1.182, -1.465, -5.145], [2.214, -0.589, -5.442], [3.174, -0.292, -4.483], [3.104, -0.883, -3.230], [2.084, -1.779, -2.937], [2.136, -4.788, -2.922], [3.113, -6.851, -3.857], [1.965, -8.040, -5.699], [-0.155, -7.151, -6.606], [-1.124, -5.064, -5.669], [0.411, -1.673, -5.877], [2.260, -0.124, -6.419], [3.972, 0.403, -4.712], [3.841, -0.648, -2.472], [2.035, -2.232, -1.954]],
  "lowdin_charge": [1.25, -0.19, 0.50, -0.17, -0.18, -0.23, -0.06, -0.07, -0.14, -0.11, -0.72, 0.61, 0.03, 0.03, 0.03, 0.04, 0.01, 0.03, 0.03, 0.03, 0.01, 0.09, 0.08, 0.10, -0.13, -0.35, -0.19, -0.19, -0.36, -0.06, 0.07, -0.02, 0.10, 0.14, 0.12, 0.11, 0.14, 0.10, 0.07, 0.08, 0.16, -0.18, -0.22, -0.01, 0.01, -0.19, -0.03, 0.00, -0.02, -0.06, -0.12, -0.03, -0.14, 0.13, 0.12, 0.08, 0.13, 0.13, 0.11, 0.14, -0.19, -0.43, -0.04, -0.11, -0.13, -0.12, -0.09, 0.09, 0.10, 0.09, 0.09, 0.08, 0.11, -0.91, 0.66, 0.06, -0.26, -0.03, -0.07, -0.08, -0.08, -0.02, 0.10, 0.10, 0.12, 0.11, 0.11, 0.10, 0.11, 0.12, 0.23, 0.11, 0.32, -0.39, -0.10, -0.09, -0.09, -0.09, -0.11, -0.39, -0.11, -0.09, -0.09, -0.08, -0.12, 0.09, 0.10, 0.10, 0.10, 0.06, 0.08, 0.10, 0.10, 0.10, 0.04]
}